Entry from the Open Molecules 2025 dataset: C6H3Cl2NO3PrSYb as an isolated structure in a non-equilibrium geometry (wB97M-V/def2-TZVPD).

Each line ends with the Löwdin spin population.
CARTESIAN COORDINATES (ANGSTROEM)
1 C 1.815 2.429 0.921  0.000
2 H -2.479 -0.116 1.255  0.007
3 C -0.495 -1.417 3.865  0.297
4 O 0.960 -2.538 -4.793  0.001
5 O 1.125 2.234 -5.593  0.001
6 O 2.336 3.383 1.242  0.000
7 H 1.370 -0.806 2.841  0.006
8 Cl -0.530 2.215 -1.361  -0.008
9 C 0.583 -1.611 -4.225  -0.004
10 S -2.194 -1.270 3.437  0.004
11 Pr -0.836 0.233 -3.245  2.032
12 N -0.458 -0.156 1.903  0.034
13 C 0.280 -0.816 2.908  0.274
14 C 0.686 1.564 -4.753  -0.005
15 C -1.776 -0.399 2.031  0.239
16 Cl -0.811 -1.468 -1.245  -0.013
17 H -0.154 -1.896 4.766  0.008
18 Yb 0.578 0.435 0.047  0.129

Forces on the atoms, in the same order (eV/Å):
C 1.901 3.128 1.174
H -0.243 0.122 0.253
C -2.929 -0.435 0.410
O -1.510 4.028 2.535
O -2.120 -3.436 4.366
O -1.358 -2.438 -0.805
H -0.228 -0.020 0.409
Cl -0.303 -0.415 -1.260
C 2.346 -5.065 -3.175
S 0.933 -0.498 1.011
Pr -2.609 0.599 0.838
N 0.264 -1.736 2.152
C -0.146 2.237 -2.940
C 3.060 4.288 -5.331
C 1.251 -0.168 0.671
Cl 0.222 0.298 -0.561
H -0.008 -0.290 0.386
Yb 1.477 -0.198 -0.130

gap between HOMO and LUMO (spin up / spin down) = 7.077 / 4.273 eV
max |F| = 7.50 eV Å⁻¹
total charge = +4
multiplicity = 4